#one
Formula: C4H13N2O2
Source: OMol25
Level of theory: wB97M-V/def2-TZVPD

Each line ends with the Mulliken charge.
Atoms and positions in Å:
C: -0.830 0.109 -0.264  -0.669
N: -0.205 -0.238 1.038  -0.300
C: 0.747 -1.382 0.899  -0.667
O: 0.319 -2.397 0.181  -0.870
C: 0.232 0.299 -1.420  -0.876
N: 1.181 1.424 -1.153  -0.409
C: 0.588 2.608 -0.543  -0.884
H: -1.402 1.047 -0.096  0.467
H: -1.514 -0.694 -0.523  0.305
H: 0.131 0.527 1.601  0.303
H: 1.050 -1.582 1.977  0.332
H: 1.765 -0.923 0.559  0.213
H: -0.277 0.585 -2.371  0.314
H: 0.835 -0.601 -1.368  0.565
H: 1.822 1.053 -0.458  0.365
H: 0.191 2.487 0.477  0.215
H: -0.239 3.065 -1.112  0.281
H: 1.384 3.363 -0.545  0.349
H: -2.449 -2.530 1.470  0.270
H: -1.169 -3.038 0.825  0.394
O: -2.160 -3.183 0.828  -0.696

The total charge is -1. Its HOMO energy is -3.2 eV. For the LUMO energy, the calculation gives 3.708 eV.

=====

#two
Formula: C4H13N2O2
Source: OMol25
Level of theory: wB97M-V/def2-TZVPD

Each line ends with the Mulliken charge.
Atoms and positions in Å:
C: 0.106 0.974 0.201  -0.138
N: -1.189 0.654 0.746  -0.295
C: -2.000 -0.427 0.102  -0.312
O: -2.081 -0.350 -1.261  -0.757
C: 1.186 0.429 1.176  0.527
C: 2.569 0.955 1.017  -1.558
N: 1.209 -1.079 1.029  -0.817
H: 0.337 1.980 -0.163  0.459
H: 0.244 0.574 -0.799  -0.469
H: -1.576 1.591 0.913  0.247
H: -3.055 -0.348 0.440  0.301
H: -1.494 -1.322 0.495  0.216
H: 0.781 0.390 2.210  0.270
H: 2.684 1.383 0.000  0.316
H: 2.592 1.902 1.542  0.379
H: 3.340 0.237 1.361  0.419
H: 0.271 -1.449 0.810  0.224
H: 1.750 -1.332 0.254  0.275
H: 0.418 -0.255 -2.533  0.203
H: -0.989 -0.578 -1.890  0.365
O: -0.055 -1.078 -2.477  -0.854

The total charge is -1. Its HOMO energy is -3.9 eV. For the LUMO energy, the calculation gives 3.778 eV.

=====

List of relative energies, unit eV: #one 0.000; #two 0.425

=====

#one
Formula: C6H13P
Source: OMol25
Level of theory: wB97M-V/def2-TZVPD

Each line ends with the Mulliken charge.
Atoms and positions in Å:
C: -0.592 0.179 1.128  -0.647
C: -1.326 -0.560 0.027  0.236
C: -0.619 0.709 -0.184  0.187
C: -2.837 -0.585 -0.151  -1.284
C: -0.722 1.974 -0.780  -1.155
C: 3.627 -0.249 1.464  -0.863
P: 3.028 0.307 -0.225  0.061
H: -1.237 0.700 1.894  0.211
H: 0.199 -0.270 1.688  0.227
H: -0.754 -1.387 -0.302  0.438
H: -3.279 -1.100 0.711  0.280
H: -3.112 -1.153 -0.974  0.379
H: -3.178 0.496 -0.271  0.243
H: -1.693 2.578 -0.721  0.269
H: -0.602 2.061 -1.877  0.324
H: 0.212 2.537 -0.497  0.275
H: 3.590 -1.305 1.319  0.290
H: 2.792 -0.047 2.190  0.215
H: 4.401 0.237 2.044  0.372
H: 1.692 -0.179 0.071  -0.058

The total charge is 0. Its HOMO energy (alpha / beta) is -7.3 / -8.2 eV. For the LUMO energy (alpha / beta), the calculation gives -0.690 / 0.584 eV.

=====

#two
Formula: C6H13P
Source: OMol25
Level of theory: wB97M-V/def2-TZVPD

Each line ends with the Mulliken charge.
Atoms and positions in Å:
C: -2.790 0.918 1.330  -0.530
C: 2.036 0.613 -0.039  -1.442
C: 1.034 -1.648 0.471  -1.343
C: -0.643 -0.020 -1.737  -1.558
C: 0.886 -0.149 0.577  0.327
C: -0.669 0.368 -0.276  -0.007
P: -2.068 -0.416 0.649  -0.018
H: -3.670 0.806 1.939  0.282
H: -2.435 1.926 1.194  0.244
H: 2.948 0.417 0.519  0.430
H: 1.850 1.682 -0.025  0.353
H: 2.200 0.300 -1.065  0.302
H: 1.931 -1.970 1.002  0.417
H: 1.134 -1.953 -0.572  0.287
H: 0.171 -2.156 0.905  0.353
H: -1.540 0.359 -2.227  0.448
H: -0.627 -1.099 -1.859  0.354
H: 0.219 0.407 -2.243  0.330
H: 0.707 0.162 1.606  0.341
H: -0.674 1.450 -0.149  0.430

The total charge is 0. Its HOMO energy is -9.1 eV. For the LUMO energy, the calculation gives 0.563 eV.

=====

List of relative energies, unit eV: #one 4.049; #two 0.000

=====

#one
Formula: C4H14N2O
Source: OMol25
Level of theory: wB97M-V/def2-TZVPD

Each line ends with the Mulliken charge.
Atoms and positions in Å:
C: -1.536 -0.207 0.886  -1.002
O: -2.633 -0.957 0.540  -0.529
C: -0.466 -0.478 -0.173  0.070
C: 0.844 0.296 0.207  -0.889
C: 1.290 1.221 -0.923  -0.593
N: 2.522 2.030 -0.441  -0.299
N: -0.287 -1.969 -0.188  -0.286
H: -1.136 -0.333 1.909  0.454
H: -1.732 0.877 0.895  0.424
H: -3.393 -0.980 1.118  0.349
H: -0.867 -0.115 -1.117  0.449
H: 0.522 0.915 1.056  0.461
H: 1.699 -0.307 0.509  0.459
H: 1.650 0.589 -1.733  0.350
H: 0.653 2.014 -1.306  0.370
H: 2.309 3.024 -0.324  0.375
H: 2.697 1.895 0.565  0.376
H: 3.382 1.824 -0.940  0.354
H: 0.319 -2.381 -0.893  0.338
H: -1.247 -2.348 -0.203  0.396
H: 0.200 -2.300 0.648  0.372

The total charge is +2. Its HOMO energy is -18.3 eV. For the LUMO energy, the calculation gives -6.846 eV.

=====

#two
Formula: C4H14N2O
Source: OMol25
Level of theory: wB97M-V/def2-TZVPD

Each line ends with the Mulliken charge.
Atoms and positions in Å:
C: -1.081 0.480 0.125  -0.609
C: 0.299 0.028 0.476  -0.737
C: 0.511 -1.404 0.605  -0.317
C: 1.312 -2.107 -0.133  -0.277
N: 2.087 -3.309 0.427  -0.366
N: -1.152 1.391 -0.960  -0.261
H: -1.650 0.969 0.912  0.354
H: -1.794 -0.369 -0.040  0.424
H: 0.472 0.579 1.423  0.341
H: 1.143 0.444 -0.118  0.601
H: 0.268 -1.740 1.645  0.287
H: 1.570 -1.863 -1.251  0.279
H: 2.749 -3.746 -0.234  0.393
H: 1.417 -4.067 0.761  0.413
H: 2.882 -3.035 1.081  0.401
H: -0.371 1.260 -1.705  0.402
H: -1.209 2.365 -0.666  0.277
H: -2.061 1.254 -1.569  0.424
H: -1.355 4.700 0.297  0.321
H: -2.427 4.180 -0.762  0.315
O: -1.611 3.991 -0.315  -0.665

The total charge is +2. Its HOMO energy is -18.5 eV. For the LUMO energy, the calculation gives -6.780 eV.

=====

List of relative energies, unit eV: #one 0.000; #two 0.919

=====

#one
Formula: C10H10N2O2
Source: OMol25
Level of theory: wB97M-V/def2-TZVPD

Each line ends with the Mulliken charge.
Atoms and positions in Å:
C: 3.017 -0.223 0.375  -0.719
C: 2.850 1.129 0.103  -0.595
C: 1.936 -0.957 0.663  -0.386
C: 1.628 1.713 0.016  -1.078
C: 0.656 -0.411 0.551  0.364
C: 0.487 0.926 0.270  0.685
C: -0.587 -1.197 0.739  0.117
C: -0.992 -2.124 -0.376  -0.381
C: -2.132 -2.181 -1.048  -0.733
C: -0.886 1.369 0.037  0.374
N: -1.030 2.446 -0.816  -0.585
N: -1.958 0.730 0.428  0.639
O: -3.130 0.981 0.206  -0.755
O: -1.729 -0.436 1.216  -0.374
H: 3.964 -0.588 0.312  0.526
H: 3.821 1.551 -0.090  0.324
H: 1.830 -2.064 0.886  0.320
H: 1.374 2.652 -0.272  0.536
H: -0.640 -1.902 1.691  0.352
H: -0.350 -2.888 -0.563  0.395
H: -2.992 -1.473 -0.958  0.259
H: -2.385 -3.081 -1.738  0.217
H: -2.000 2.659 -1.068  0.263
H: -0.753 3.367 -0.566  0.233

The total charge is 0. Its HOMO energy (alpha / beta) is -7.9 / -7.9 eV. For the LUMO energy (alpha / beta), the calculation gives 0.491 / 0.491 eV.

=====

#two
Formula: C10H10N2O2
Source: OMol25
Level of theory: wB97M-V/def2-TZVPD

Each line ends with the Mulliken charge.
Atoms and positions in Å:
C: 1.863 1.211 0.018  0.302
C: 1.787 0.818 1.412  -0.424
C: 1.525 -0.458 1.676  -0.125
C: 1.149 -1.067 -0.658  0.053
C: -2.999 0.438 0.924  -0.224
C: -2.343 -0.803 1.013  -0.729
C: -1.409 -1.091 0.022  -0.146
C: -1.233 -0.250 -1.071  -0.481
C: -1.910 0.925 -1.169  -0.300
C: -2.785 1.291 -0.175  -0.467
H: 1.573 0.423 -1.818  0.245
H: 2.005 1.493 2.309  0.335
H: 1.426 -0.940 2.672  0.366
H: 0.959 -2.295 0.801  0.333
H: -3.676 0.789 1.745  0.302
H: -2.432 -1.431 1.908  0.359
H: -0.843 -2.022 0.081  0.573
H: -0.542 -0.470 -1.859  0.541
H: -1.732 1.566 -2.072  0.303
H: -3.341 2.233 -0.193  0.360
N: 1.243 0.273 -0.871  0.105
N: 1.325 -1.396 0.664  -0.077
O: 2.279 2.313 -0.347  -0.620
O: 1.066 -2.010 -1.414  -0.585

The total charge is 0. Its HOMO energy is -9.2 eV. For the LUMO energy, the calculation gives 0.436 eV.

=====

#three
Formula: C10H10N2O2
Source: OMol25
Level of theory: wB97M-V/def2-TZVPD

Each line ends with the Mulliken charge.
Atoms and positions in Å:
C: 2.488 -0.544 -0.906  0.708
C: 2.240 -1.289 0.280  -0.589
C: 1.999 -0.705 1.454  0.051
C: 1.547 1.505 0.329  0.236
C: -0.661 -0.135 -0.515  -0.082
C: -1.439 1.003 -0.887  -0.608
C: -2.774 1.022 -0.630  -0.400
C: -3.440 -0.054 -0.133  -0.554
C: -2.682 -1.160 0.249  -0.436
C: -1.282 -1.228 0.036  -0.582
H: 2.233 1.287 -1.639  0.175
H: 2.525 -2.378 0.169  0.354
H: 2.078 -0.967 2.652  0.250
H: 1.376 0.995 2.315  0.170
H: 0.410 -0.183 -0.731  0.654
H: -0.910 1.889 -1.205  0.358
H: -3.357 1.955 -0.656  0.300
H: -4.471 -0.021 -0.134  0.462
H: -3.142 -2.025 0.762  0.302
H: -0.831 -2.095 0.313  0.567
N: 1.978 0.794 -0.833  -0.131
N: 1.674 0.623 1.493  0.022
O: 3.071 -0.970 -1.928  -0.666
O: 1.372 2.682 0.147  -0.561

The total charge is 0. Its HOMO energy is -9.2 eV. For the LUMO energy, the calculation gives 0.269 eV.

=====

List of relative energies, unit eV: #one 4.592; #two 0.000; #three 0.854